Entry 1:
The following is a DFT calculation (ωB97M-V with the def2-TZVPD basis set) of an isolated molecule of C21H31N5O3.

Structure (XYZ):
```
60
Properties=species:S:1:pos:R:3:forces:R:3
C 3.0067 -3.2750 -5.8425 0.16 0.01 -0.01
C 3.1830 -3.8772 -4.4529 -0.21 0.00 -0.06
C 3.2235 -2.8260 -3.3425 0.05 -0.09 0.21
C 4.6188 -2.4556 -2.8311 0.01 0.04 -0.03
C 4.3096 -1.6631 -1.5657 0.00 0.08 -0.10
C 3.1851 -2.4791 -0.8848 0.02 0.00 0.05
O 3.7283 -3.3870 0.0504 -0.02 0.02 0.00
C 2.2189 -1.5678 -0.1265 -0.05 -0.07 0.03
O 2.1646 -1.6069 1.0973 0.03 0.02 -0.01
N 1.4581 -0.7301 -0.8562 0.01 0.03 -0.03
C 0.5187 0.1804 -0.2271 0.00 0.03 0.02
C -0.7213 -0.5594 0.2693 -0.01 -0.04 0.00
N -1.6232 0.3312 0.9834 0.01 0.03 -0.04
C -2.3787 1.1533 0.2197 0.00 -0.02 0.00
O -2.3425 1.1293 -1.0034 -0.01 0.01 -0.02
C -3.2937 2.1380 0.8934 0.01 0.01 0.01
C -4.6578 2.1091 0.6507 -0.01 -0.01 -0.01
C -5.5021 3.0811 1.1964 -0.02 0.00 0.02
N -5.0928 4.0955 1.9543 0.00 0.01 0.00
C -3.7860 4.1066 2.1567 0.01 -0.01 -0.05
C -2.8379 3.1899 1.6805 0.01 -0.01 0.05
N -1.5722 3.5402 2.1175 0.01 0.03 -0.04
C -1.7670 4.6276 2.8098 -0.01 -0.04 0.02
N -3.0692 5.0289 2.8833 -0.01 0.03 0.02
C -3.6104 6.1924 3.5524 -0.01 -0.01 -0.01
C -1.7086 0.2160 2.4442 -0.03 -0.04 0.06
C -0.3457 0.4202 3.0930 0.04 0.00 0.02
C -2.3417 -1.1135 2.8476 -0.01 0.00 0.02
C 2.5286 -3.2671 -2.0445 -0.03 -0.03 -0.02
H 3.0114 -4.0430 -6.6167 0.00 0.00 0.00
H 2.0601 -2.7359 -5.9118 0.00 0.00 0.00
H 3.8078 -2.5683 -6.0710 0.00 0.00 0.00
H 2.3545 -4.5669 -4.2674 0.00 0.01 0.00
H 4.0934 -4.4814 -4.4118 0.00 0.00 0.00
H 2.7424 -1.9070 -3.7063 0.00 -0.01 -0.03
H 5.1541 -3.3734 -2.5681 0.01 0.01 -0.03
H 5.2214 -1.9062 -3.5556 -0.01 0.02 0.00
H 5.1477 -1.5323 -0.8836 0.01 -0.04 0.01
H 3.9437 -0.6705 -1.8462 0.00 0.00 0.02
H 3.4641 -3.0461 0.9228 0.00 -0.01 -0.01
H 1.5067 -0.7753 -1.8593 0.00 0.00 0.00
H 1.0113 0.6703 0.6130 0.01 -0.02 0.00
H 0.2295 0.9408 -0.9492 -0.01 -0.01 -0.01
H -1.2449 -1.0016 -0.5795 -0.01 0.02 0.00
H -0.4125 -1.3580 0.9401 0.01 0.01 0.01
H -5.0751 1.3357 0.0204 0.00 0.00 0.00
H -6.5673 3.0329 1.0039 0.00 0.00 -0.01
H -0.9889 5.1897 3.3055 0.01 0.00 0.00
H -2.8210 6.6593 4.1368 0.00 0.00 0.00
H -3.9952 6.9073 2.8264 0.00 0.00 0.00
H -4.4221 5.8952 4.2137 0.00 0.00 0.00
H -2.3664 1.0129 2.7832 0.00 0.01 -0.03
H -0.4425 0.3461 4.1773 -0.01 0.01 0.00
H 0.3734 -0.3375 2.7730 -0.01 0.00 -0.01
H 0.0430 1.4081 2.8481 -0.01 0.00 0.00
H -2.4802 -1.1437 3.9292 0.00 0.00 0.00
H -3.3159 -1.2405 2.3734 0.00 0.00 -0.01
H -1.7101 -1.9608 2.5757 0.00 0.00 -0.01
H 1.4425 -3.1614 -2.0845 0.01 0.01 0.01
H 2.7417 -4.3204 -1.8543 0.02 0.00 -0.01
```
Positions in Å, forces in eV/Å.

Computed properties:
* maximum force: 0.230 eV Å⁻¹
* net charge: 0
* Kohn-Sham gap: 9.64 eV
* relative energy (zero: lowest compared OMol25 entry of this formula, charge and spin): 2.4 kcal per mole
* structure (SMILES): CC[C@@H]1CC[C@@](O)(C(=O)NCCN(C(=O)c2ccnc3c2ncn3C)C(C)C)C1

natural (NBO) analysis output, partial charges in e: -0.600 -0.393 -0.213 -0.401 -0.410 0.147 -0.724 0.677 -0.658 -0.611 -0.232 -0.233 -0.423 0.671 -0.629 -0.069 -0.242 0.038 -0.433 0.308 0.054 -0.470 0.238 -0.357 -0.401 -0.032 -0.635 -0.617 -0.414 0.211 0.201 0.201 0.200 0.203 0.181 0.206 0.212 0.232 0.199 0.497 0.403 0.215 0.226 0.220 0.219 0.231 0.196 0.199 0.212 0.215 0.221 0.216 0.212 0.224 0.233 0.215 0.213 0.208 0.212 0.235


Entry 2:
The following is a DFT calculation (ωB97M-V with the def2-TZVPD basis set) of a structure of composition C21H31N5O6STl in a non-equilibrium geometry.

Structure (XYZ):
```
65
Properties=species:S:1:pos:R:3:forces:R:3
O 5.5397 2.5740 -1.8594 -0.52 1.65 -0.41
H 6.3209 2.8608 -1.3754 -0.11 0.02 -0.14
Tl 1.3401 -0.0619 -0.3202 0.35 2.33 -3.12
N 0.4738 -1.4238 -1.4139 -3.98 -6.90 -5.32
N 1.5086 0.8144 -2.0564 0.47 5.30 -8.02
N 0.7072 -0.7748 1.4051 -2.70 -3.10 7.07
N 1.9973 1.3911 0.8263 3.08 5.67 4.43
O 0.0280 -2.6937 -1.0263 1.08 2.96 -0.35
O 0.0245 -1.9751 1.6818 0.87 1.77 0.99
O 2.6256 2.5985 0.4592 -0.53 -1.59 0.68
O 1.7583 2.1746 -2.2804 -0.32 -3.90 1.02
C 0.8770 0.1173 -3.1291 1.67 2.78 0.24
C 0.3375 -1.0776 -2.7913 -0.88 -2.71 1.84
C 0.9477 -0.0143 2.4106 -0.14 0.19 1.24
C 1.6520 1.2928 2.0568 0.00 0.34 1.01
C -0.3910 -2.0552 -3.7086 0.44 0.46 0.50
H -1.3939 -2.2434 -3.3243 0.18 -0.07 0.11
H 0.1430 -3.0051 -3.7415 -0.03 -0.03 0.14
H -0.4952 -1.6964 -4.7296 0.16 0.22 0.09
C 0.8816 0.7690 -4.5090 -0.12 -0.24 0.76
H 1.9038 1.0212 -4.7935 -0.02 0.11 0.15
H 0.3012 1.6917 -4.4844 0.11 0.06 0.06
H 0.4693 0.1366 -5.2913 -0.05 -0.19 0.22
C 0.5630 -0.2911 3.8683 0.37 -0.32 -0.78
C 1.8987 2.3327 3.1560 -0.36 -0.12 -0.83
H 0.4496 -1.3569 4.0665 -0.05 0.02 -0.36
H -0.3838 0.1902 4.1119 -0.05 0.12 -0.16
H 1.3201 0.0671 4.5649 0.06 0.23 -0.22
H 2.0099 3.3383 2.7510 0.12 -0.21 -0.27
H 2.8085 2.0987 3.7079 0.06 -0.17 -0.04
H 1.0702 2.3842 3.8619 -0.03 -0.33 -0.07
H -0.0748 -2.3801 0.8076 0.11 -0.65 -1.50
H 2.9746 2.3914 -0.4295 -0.30 0.44 -0.48
C 5.2297 1.2904 -1.4679 2.12 -1.51 0.06
H 4.6092 0.7480 -2.1670 -0.80 0.45 0.01
H 4.9887 1.2062 -0.4178 -0.90 -0.05 0.43
H 6.1658 0.7349 -1.5322 0.15 -0.62 0.11
O 2.8386 -1.8544 -0.1088 -0.24 0.28 0.61
H 2.3438 -1.4477 0.6689 1.84 -2.54 -0.62
H 2.1568 -1.9170 -0.8412 1.18 -1.47 0.82
N -0.5686 1.1035 -0.3522 -1.95 0.91 0.27
S -2.1850 0.9307 -0.1900 1.06 -0.01 0.08
C -2.4013 0.8806 1.6288 -1.04 -1.00 0.73
C -3.0985 -0.1354 2.3237 0.24 0.66 0.16
C -3.3011 -0.0500 3.7045 0.25 0.43 -0.16
C -2.8527 1.0633 4.4118 0.08 0.03 -0.34
C -2.1956 2.0935 3.7346 -0.12 -0.53 -0.38
C -1.9681 1.9988 2.3560 -0.04 -0.19 -0.06
C -2.6609 -0.7031 -0.8896 -0.52 -0.61 0.24
C -2.5474 -1.9479 -0.2448 -0.32 0.08 -0.61
C -3.0376 -3.1215 -0.8326 -0.11 0.58 -0.15
C -3.6766 -3.0723 -2.0680 0.10 0.38 0.21
C -3.8235 -1.8456 -2.7170 0.40 0.19 0.53
C -3.3159 -0.6740 -2.1362 -0.03 -0.08 0.25
H -0.2854 2.0685 -0.5690 -0.83 -0.31 -0.34
H -3.5279 -0.9882 1.8388 -0.01 -0.14 -0.41
H -3.8244 -0.8448 4.2275 0.05 0.08 -0.16
H -3.0248 1.1335 5.4786 0.00 0.03 -0.04
H -1.8660 2.9673 4.2790 0.01 0.08 -0.06
H -1.4744 2.8159 1.8477 0.07 0.05 -0.09
H -2.1096 -2.0388 0.7194 0.31 0.12 0.48
H -2.9367 -4.0711 -0.3163 0.08 0.19 -0.01
H -4.0634 -3.9791 -2.5172 0.01 0.07 0.02
H -4.3277 -1.8038 -3.6731 0.02 0.13 0.02
H -3.4527 0.2648 -2.6501 0.00 0.17 -0.06
```
Positions in Å, forces in eV/Å.

Computed properties:
* maximum force: 9.626 eV Å⁻¹
* net charge: +1
* Kohn-Sham gap (alpha / beta): 5.97 / 5.89 eV
* relative energy (zero: lowest compared OMol25 entry of this formula, charge and spin): 147.2 kcal per mole

Mulliken analysis output, partial charges in e: -0.528 0.311 0.722 -0.016 0.668 0.301 0.491 -0.718 -0.681 -0.417 -0.592 0.388 0.176 0.644 0.679 -1.139 0.019 0.294 0.415 -1.583 0.309 0.280 0.436 -1.614 -1.707 0.437 0.136 0.481 0.440 0.383 0.376 0.353 0.359 -0.513 0.142 0.211 0.437 -0.694 0.473 0.553 -0.422 -0.069 0.566 -0.117 -0.766 -0.563 -0.773 -0.575 0.713 0.091 -1.092 -0.493 -0.895 -0.503 0.315 0.656 0.449 0.411 0.434 0.442 0.772 0.423 0.415 0.398 0.472


Entry 3:
The following is a DFT calculation (ωB97M-V with the def2-TZVPD basis set) of a structure of composition C21H31NO8PPd in a non-equilibrium geometry.

Structure (XYZ):
```
63
Properties=species:S:1:pos:R:3:forces:R:3
Pd 0.0128 -0.5677 -0.1802 -0.18 0.19 0.21
O 2.0781 -1.5480 -0.2685 0.04 0.17 -0.47
C 2.9138 -1.5575 0.6061 0.04 -0.09 0.29
C 2.6431 -1.4388 2.0534 -0.18 0.10 -0.10
C 3.7141 -1.4241 2.8936 0.20 -0.03 0.12
C 3.5120 -1.3718 4.2828 0.01 -0.31 0.04
C 2.2500 -1.3749 4.8744 0.14 -0.02 0.02
C 1.1485 -1.4136 4.0644 0.02 -0.02 -0.12
C 1.2889 -1.4128 2.6168 0.17 -0.17 0.01
O 0.2653 -1.4131 1.9185 -0.08 0.26 -0.09
N 4.7085 -1.3230 5.1575 -0.15 1.14 -0.09
O 5.7750 -1.1821 4.5990 0.06 -0.41 0.00
O 4.5075 -1.2659 6.3473 0.04 -0.41 0.06
H 3.9709 -1.6877 0.3284 0.04 -0.04 0.10
H 4.7257 -1.4615 2.5074 0.01 0.01 0.08
H 2.1716 -1.3567 5.9517 0.00 0.00 0.01
H 0.1416 -1.4236 4.4629 0.03 0.00 -0.06
C -2.4103 -4.1186 -2.5874 0.00 0.05 -0.05
C -1.4374 -3.7658 -1.4759 0.02 -0.08 0.17
C -0.0578 -4.3258 -1.7593 0.05 -0.02 -0.01
C -1.9500 -4.1988 -0.1121 -0.04 0.08 0.02
O -1.2242 -2.3057 -1.4537 -0.12 0.18 -0.01
P -2.3648 -1.1971 -1.1284 0.05 0.03 -0.28
O -3.7403 -1.5037 -1.4961 -0.07 -0.04 0.01
O -2.0298 -0.7821 0.3197 0.08 0.23 -0.09
O -1.5924 -0.0493 -2.0055 -0.13 -0.18 0.05
C -2.2466 1.2116 -2.4157 -0.02 0.02 -0.04
C -3.3011 0.8857 -3.4630 0.00 -0.05 0.00
C -2.8560 1.9000 -1.2039 0.04 -0.08 0.05
C -1.1292 2.0316 -3.0332 0.02 0.00 -0.03
H -2.4975 -5.2050 -2.6369 -0.01 0.02 -0.03
H -2.0388 -3.7551 -3.5473 -0.01 -0.02 0.03
H -3.3952 -3.6912 -2.4081 0.04 -0.02 0.02
H -0.0951 -5.4159 -1.7587 0.01 0.03 -0.01
H 0.6528 -4.0008 -0.9957 -0.02 -0.03 -0.01
H 0.2966 -3.9880 -2.7341 0.00 -0.02 0.03
H -2.0830 -5.2806 -0.0936 0.01 0.00 0.00
H -2.9136 -3.7328 0.1060 0.03 -0.04 -0.01
H -1.2421 -3.9190 0.6719 -0.02 -0.01 -0.02
H -4.0878 0.2568 -3.0506 0.02 0.04 -0.01
H -2.8435 0.3684 -4.3075 -0.02 0.02 0.01
H -3.7414 1.8174 -3.8220 0.01 -0.02 -0.01
H -3.6691 1.3076 -0.7805 0.02 0.03 -0.02
H -3.2591 2.8676 -1.5043 -0.01 0.00 0.00
H -2.1051 2.0550 -0.4254 -0.02 0.01 -0.02
H -0.7121 1.5117 -3.8969 -0.01 0.02 0.03
H -0.3288 2.2071 -2.3141 -0.01 0.02 0.02
H -1.5244 2.9934 -3.3651 0.03 -0.03 0.00
C -0.3416 4.6308 0.4652 0.00 0.00 -0.01
C 1.0790 4.0042 0.4432 -0.08 0.05 0.19
C 1.8386 4.5115 -0.8052 0.04 -0.02 -0.08
C 1.8441 4.3339 1.7328 -0.02 0.01 -0.06
C 0.8959 2.5818 0.2915 -0.11 -0.85 -0.31
C 0.6504 1.3608 0.0709 -0.01 0.23 0.40
H -0.2242 5.7078 0.5895 0.00 -0.01 -0.01
H -0.9338 4.2469 1.2966 0.04 0.02 -0.02
H -0.8740 4.4366 -0.4660 0.04 0.00 0.02
H 1.9160 5.5964 -0.7283 0.00 -0.01 0.01
H 1.3076 4.2632 -1.7245 0.00 0.01 0.04
H 2.8444 4.0936 -0.8540 -0.03 0.02 0.02
H 1.9405 5.4160 1.8245 0.01 -0.02 0.00
H 2.8448 3.9004 1.7168 -0.03 0.01 -0.01
H 1.3122 3.9603 2.6086 0.01 0.02 -0.03
```
Positions in Å, forces in eV/Å.

Computed properties:
* maximum force: 1.155 eV Å⁻¹
* net charge: +1
* Kohn-Sham gap (alpha / beta): 8.36 / 5.76 eV
* <S²>: 6.06
* relative energy (zero: lowest compared OMol25 entry of this formula, charge and spin): 1.7 kcal per mole
* 2S+1: 5

natural (NBO) analysis output, partial charges in e: 1.256 -0.546 0.433 -0.129 -0.154 0.125 -0.192 -0.137 0.423 -0.489 0.511 -0.338 -0.325 0.159 0.270 0.279 0.258 -0.648 0.291 -0.621 -0.645 -0.881 2.518 -1.074 -1.037 -0.851 0.286 -0.645 -0.648 -0.626 0.223 0.220 0.251 0.226 0.202 0.223 0.228 0.235 0.208 0.253 0.221 0.221 0.241 0.225 0.203 0.228 0.198 0.223 -0.576 -0.196 -0.576 -0.591 0.176 -0.145 0.236 0.226 0.229 0.237 0.229 0.223 0.231 0.220 0.222